[1]
C3H7N4O3SSe3TcTe | wB97M-V/def2-TZVPD

Last column: Mulliken charge in e.
Atoms and positions in Å:
Tc  0.971  0.846  0.394  0.914
Se  1.051  0.010  2.681  0.061
Se  2.202  1.732  3.730  -0.106
Te  1.404  3.813  2.539  0.169
Se  -0.304  2.912  0.986  -0.132
C  3.629  1.795  -1.755  -0.854
S  3.503  0.955  -0.172  1.123
O  4.780  0.631  0.348  -0.531
O  2.702  1.889  0.694  -0.231
O  2.576  -0.192  -0.358  -0.687
H  3.966  2.810  -1.568  0.336
H  2.646  1.779  -2.219  0.274
H  4.351  1.263  -2.361  0.364
N  -4.918  -1.914  -0.478  -0.369
C  -3.597  -2.081  -0.355  0.691
N  -3.108  -3.300  -0.087  -0.344
N  -2.854  -1.015  -0.534  -0.492
C  -1.673  -0.647  -0.349  0.393
N  -0.648  -0.102  -0.157  -0.443
H  -5.574  -2.634  -0.227  0.192
H  -5.266  -0.984  -0.639  0.244
H  -3.723  -4.094  0.001  0.219
H  -2.116  -3.471  -0.113  0.209

Computed properties:
LUMO energy (spin up / spin down) = -5.4 / -5.1 eV
E_HOMO (spin up / spin down) = -10.14 / -10.13 eV
Molecular weight = 641.66 g/mol
Kohn-Sham gap (spin up / spin down) = 4.71 / 5.03 eV
Net charge = +1
F_max = 3.03 eV/Å
Multiplicity = 2
Calculated total energy = -8514.35514 a.u.

---

[2]
C19H29N8SSr | wB97M-V/def2-TZVPD

Last column: Mulliken charge in e.
Atoms and positions in Å:
Sr  -0.486  -0.170  0.123  1.558
N  -2.613  1.566  -0.192  -0.343
C  -3.530  1.548  0.965  -1.050
C  -2.820  1.130  2.242  -0.848
N  -2.160  -0.191  2.204  0.671
C  -3.135  -1.294  2.132  -1.065
C  -3.508  -1.748  0.725  -0.882
N  -2.304  -2.095  -0.052  -0.368
C  -1.320  -0.327  3.417  -0.795
C  -0.231  -1.385  3.306  -0.798
N  0.737  -1.033  2.254  -0.413
H  -1.964  2.345  -0.078  0.173
H  -3.138  1.767  -1.037  0.230
H  -4.362  0.883  0.741  0.300
H  -3.972  2.531  1.151  0.504
H  -3.541  1.168  3.071  0.389
H  -2.047  1.869  2.462  0.533
H  -4.049  -1.032  2.680  0.234
H  -2.710  -2.155  2.654  0.486
H  -4.032  -0.970  0.176  0.366
H  -4.197  -2.592  0.820  0.474
H  -2.571  -2.384  -0.989  0.232
H  -1.863  -2.912  0.362  0.193
H  -1.942  -0.535  4.297  0.278
H  -0.835  0.636  3.586  0.535
H  -0.652  -2.364  3.066  0.387
H  0.232  -1.480  4.293  0.461
H  1.435  -1.761  2.150  0.176
H  1.232  -0.181  2.509  0.193
N  2.830  3.302  0.900  -0.402
C  2.023  2.301  0.491  0.398
S  0.431  2.299  1.228  -0.622
N  2.601  1.453  -0.332  -0.917
N  1.847  0.382  -0.738  0.416
C  2.473  -0.459  -1.483  0.466
C  3.896  -0.358  -1.907  -0.076
C  4.387  0.774  -2.552  -0.069
C  5.708  0.819  -2.968  -0.747
C  6.554  -0.255  -2.726  -0.397
C  6.073  -1.382  -2.077  -0.745
C  4.745  -1.437  -1.681  0.012
C  1.743  -1.680  -1.955  -0.096
C  2.048  -2.198  -3.213  -0.606
C  1.442  -3.364  -3.634  -0.453
C  0.558  -4.005  -2.778  -0.834
C  0.296  -3.414  -1.558  -0.292
N  0.850  -2.270  -1.142  -0.195
H  2.499  3.975  1.565  0.192
H  3.775  3.335  0.559  0.227
H  3.734  1.619  -2.717  0.445
H  6.080  1.698  -3.476  0.400
H  7.588  -0.213  -3.044  0.406
H  6.729  -2.221  -1.882  0.410
H  4.370  -2.326  -1.185  0.448
H  2.768  -1.686  -3.837  0.519
H  1.667  -3.779  -4.608  0.452
H  0.086  -4.940  -3.043  0.417
H  -0.380  -3.900  -0.865  0.430

Computed properties:
LUMO energy = -2.5 eV
E_HOMO = -10.14 eV
Molecular weight = 489.18 g/mol
Kohn-Sham gap = 7.69 eV
Net charge = +1
F_max = 0.63 eV/Å
Calculated total energy = -1608.30120 a.u.
Relative energy (zero: lowest compared OMol25 entry of this formula, charge and spin) = 0.0000 eV

---

[3]
C19H28N5O6 | wB97M-V/def2-TZVPD

Last column: Mulliken charge in e.
Atoms and positions in Å:
O  -0.615  3.927  -0.537  -0.657
O  1.217  1.633  1.115  -0.470
O  2.150  -0.346  -2.509  -0.694
O  0.043  -4.115  -1.631  -0.684
O  1.655  4.020  -0.406  -0.418
O  -1.943  -1.082  3.689  -0.546
C  0.436  3.552  -0.016  0.189
C  0.351  2.504  1.054  0.672
C  2.584  -0.431  -1.367  0.962
C  0.866  -3.209  -1.695  0.038
C  -0.912  2.344  1.808  -0.315
C  -1.194  1.519  2.884  -0.630
C  -3.391  1.764  -2.532  0.765
C  1.348  -0.924  5.304  -0.629
C  1.791  0.332  4.884  -0.869
C  0.096  -1.390  4.893  -0.772
C  0.980  1.123  4.065  -0.176
C  -0.718  -0.603  4.073  0.929
C  -0.281  0.663  3.649  0.520
N  -4.238  1.931  -3.508  -0.358
N  1.690  -3.082  -2.737  -0.040
N  -2.942  0.551  -2.260  -0.112
N  2.102  -1.273  -0.443  -0.053
N  -3.029  2.830  -1.874  -0.217
C  3.750  0.434  -0.950  -1.443
C  1.727  -3.978  -3.892  -0.985
C  -2.173  0.109  -1.079  -0.021
C  -0.916  -0.668  -1.481  -0.131
C  -0.374  -1.457  -0.277  -0.729
C  0.950  -2.211  -0.520  0.213
H  1.505  4.671  -1.109  0.381
H  -2.120  -1.927  4.133  0.320
H  -1.749  2.943  1.469  0.393
H  -2.230  1.495  3.214  0.448
H  1.976  -1.535  5.947  0.406
H  2.762  0.701  5.202  0.407
H  -0.236  -2.368  5.223  0.296
H  1.327  2.110  3.775  0.444
H  -4.581  2.848  -3.726  0.192
H  -4.556  1.141  -4.040  0.196
H  2.255  -2.244  -2.764  0.090
H  -3.227  -0.182  -2.888  0.285
H  2.548  -1.199  0.460  0.276
H  -2.252  2.785  -1.231  0.129
H  -3.383  3.734  -2.121  0.229
H  3.475  1.027  -0.080  0.282
H  4.604  -0.197  -0.712  0.393
H  4.008  1.102  -1.771  0.357
H  2.459  -3.622  -4.618  0.368
H  0.744  -4.016  -4.363  0.303
H  2.000  -4.986  -3.570  0.300
H  -2.813  -0.546  -0.483  0.378
H  -1.883  0.952  -0.452  -0.678
H  -1.155  -1.366  -2.285  0.452
H  -0.181  0.050  -1.834  0.140
H  -1.129  -2.189  0.016  0.657
H  -0.239  -0.776  0.566  -0.278
H  1.063  -2.872  0.340  0.495

Computed properties:
LUMO energy = -3.6 eV
E_HOMO = -11.09 eV
Molecular weight = 422.46 g/mol
Kohn-Sham gap = 7.45 eV
Net charge = +1
F_max = 3.32 eV/Å
Calculated total energy = -1465.87751 a.u.